Entry 1:
{
  "formula": "C26H68N2O10V",
  "method": "the ωB97M-V functional and the def2-TZVPD basis",
  "charge": 2,
  "e_tot_ha": -2836.42092,
  "max_force_ev_per_a": 6.2,
  "gap_ev": [5.79, 5.21],
  "homo_energy_ev": [-13.37, -12.75],
  "spin_multiplicity": 4,
  "lumo_energy_ev": [-7.5753, -7.5407],
  "species": ["V", "C", "C", "C", "C", "C", "C", "N", "O", "C", "C", "C", "H", "H", "H", "H", "H", "H", "H", "H", "H", "H", "H", "H", "H", "H", "H", "H", "H", "H", "C", "C", "C", "C", "C", "C", "N", "O", "C", "C", "C", "H", "H", "H", "H", "H", "H", "H", "H", "H", "H", "H", "H", "H", "H", "H", "H", "H", "H", "C", "O", "H", "H", "H", "H", "C", "O", "H", "H", "H", "H", "C", "O", "H", "H", "H", "H", "C", "O", "H", "H", "H", "H", "C", "O", "H", "H", "H", "H", "C", "O", "H", "H", "H", "H", "C", "O", "H", "H", "H", "H", "C", "O", "H", "H", "H", "H"],
  "xyz": [[0.6537, -2.7642, 0.9657], [-2.3494, 0.7103, 0.2142], [-0.9909, 1.4510, 0.5894], [-1.3664, 2.8950, 0.9771], [-0.4744, 3.6233, 1.9701], [0.0513, 2.6420, 2.9953], [0.7253, 1.3380, 2.4714], [-0.2785, 0.7333, 1.6621], [-0.1704, -0.7292, 1.5688], [1.1533, 0.5356, 3.7312], [1.9456, 1.7378, 1.5634], [-0.0352, 1.4635, -0.6794], [-2.8596, 0.3978, 1.1254], [-2.0929, -0.2190, -0.2944], [-2.9987, 1.1981, -0.5128], [-2.4478, 2.9243, 1.1109], [-1.2549, 3.5443, 0.1087], [-1.0036, 4.4453, 2.4520], [0.3441, 4.1329, 1.4618], [-0.8185, 2.3357, 3.5764], [0.7459, 3.1763, 3.6435], [1.9893, 0.9108, 4.3216], [1.5159, -0.4472, 3.4301], [0.3138, 0.5501, 4.4263], [2.2503, 0.9001, 0.9360], [2.7454, 1.9417, 2.2753], [1.8207, 2.6520, 0.9832], [0.7269, 2.2421, -0.7145], [-0.6163, 1.8409, -1.5208], [0.4423, 0.5445, -1.0192], [2.5659, -3.4251, -2.3268], [1.2799, -3.1180, -3.1117], [1.1430, -4.3347, -4.0888], [-0.1426, -4.4868, -4.8256], [-1.3693, -4.4543, -3.8191], [-1.3181, -3.2541, -2.7403], [0.0848, -3.0798, -2.1725], [0.1683, -2.2074, -0.9976], [-2.3684, -3.6373, -1.6888], [-1.7458, -2.0025, -3.5477], [1.4243, -1.7724, -3.8326], [3.0134, -2.7027, -1.6442], [3.3235, -3.8549, -2.9820], [2.2781, -4.2384, -1.6606], [1.4261, -5.2810, -3.6279], [1.8812, -4.2586, -4.8871], [-0.1037, -5.5328, -5.1297], [-0.3281, -3.7658, -5.6218], [-1.5243, -5.3937, -3.2884], [-2.2948, -4.2453, -4.3555], [-3.3785, -3.7609, -2.0793], [-2.4684, -2.9239, -0.8708], [-2.0615, -4.5568, -1.1904], [-1.3303, -2.0210, -4.5553], [-1.4547, -1.0607, -3.0828], [-2.8073, -2.0629, -3.7882], [0.9104, -0.9237, -3.3814], [1.1525, -1.8002, -4.8878], [2.4541, -1.4155, -3.8482], [3.8909, -1.5261, 1.0241], [2.5226, -1.4743, 0.5118], [4.1009, -2.2304, 1.8290], [4.4618, -1.6572, 0.1048], [4.0829, -0.4983, 1.3323], [2.3956, -0.5918, 0.1560], [0.5788, 4.7109, -1.8381], [0.3104, 5.6236, -2.9141], [1.3087, 5.1375, -1.1501], [-0.3336, 4.6088, -1.2506], [0.7771, 3.7638, -2.3398], [-0.0611, 6.4596, -2.6233], [-5.5716, 1.8115, -0.3149], [-6.9464, 1.7937, -0.3912], [-5.1114, 1.3689, -1.1983], [-5.2726, 2.8566, -0.2345], [-5.0242, 1.4685, 0.5631], [-7.2317, 0.8805, -0.3119], [-3.0013, 0.8111, 4.3589], [-3.4015, 1.0721, 5.7014], [-1.9329, 0.6077, 4.2868], [-3.5038, 0.0726, 3.7342], [-3.0133, 1.7854, 3.8705], [-3.3104, 1.9598, 6.0556], [-2.4253, -2.6868, 2.0416], [-1.2864, -3.4301, 1.6652], [-2.2200, -1.9883, 2.8528], [-2.8204, -2.0198, 1.2755], [-3.1139, -3.4862, 2.3153], [-1.4593, -4.3219, 1.9757], [0.6611, -2.7575, 4.2309], [1.2630, -3.0556, 2.9657], [1.4458, -2.3520, 4.8696], [-0.0657, -1.9603, 4.0750], [0.2226, -3.6857, 4.5973], [2.0696, -3.3855, 3.3683], [3.5072, 1.3850, -2.6036], [3.7164, 0.9338, -1.3567], [2.8170, 2.2284, -2.5830], [4.4045, 1.8354, -3.0280], [3.2116, 0.6390, -3.3413], [3.8668, 1.7472, -0.8696], [3.1217, 5.8085, 1.7388], [3.2021, 7.0665, 1.0281], [2.1409, 5.8103, 2.2145], [3.2621, 4.9808, 1.0436], [3.8908, 5.6909, 2.5021], [3.7978, 7.0533, 0.2753]]
}

***

Entry 2:
{
  "formula": "C3H16LiN6O5",
  "method": "the ωB97M-V functional and the def2-TZVPD basis",
  "charge": 1,
  "de_lowest_ev": 1.4000,
  "e_tot_ha": -836.17449,
  "max_force_ev_per_a": 4.2,
  "gap_ev": 10.23,
  "homo_energy_ev": -12.50,
  "lumo_energy_ev": -2.2628,
  "species": ["Li", "O", "H", "H", "O", "H", "H", "C", "O", "N", "N", "H", "H", "H", "H", "C", "O", "N", "N", "H", "H", "H", "H", "C", "O", "N", "N", "H", "H", "H", "H"],
  "xyz": [[0.9322, -0.7421, -0.1552], [2.7611, -0.0169, -0.6374], [2.7102, 0.8760, -0.9787], [3.6461, -0.0869, -0.2796], [1.4605, -2.7068, -0.6958], [0.9805, -3.5342, -0.6594], [2.2896, -2.9289, -1.1195], [-2.2453, -1.9942, 0.4966], [-1.1342, -1.4371, 0.3798], [-2.3972, -3.1818, 1.0586], [-3.3759, -1.5348, 0.0263], [-3.3261, -3.2653, 1.4463], [-1.5673, -3.5754, 1.4787], [-3.5368, -0.5735, -0.2384], [-4.1018, -2.1928, -0.2191], [-0.0178, 1.5369, -2.4243], [0.3283, 0.7970, -1.4945], [-1.2216, 1.9765, -2.6106], [0.7584, 1.8539, -3.4156], [-1.9102, 1.8143, -1.8897], [-1.3989, 2.6142, -3.3734], [0.4758, 2.7452, -3.7975], [1.6896, 1.4667, -3.3617], [0.9329, 1.1758, 2.3811], [0.7758, 0.4192, 1.4297], [0.4920, 0.9968, 3.6363], [1.5656, 2.3542, 2.3196], [0.7769, 1.5917, 4.4012], [0.1454, 0.0490, 3.6760], [1.9552, 2.6352, 1.4311], [1.5569, 2.8681, 3.1891]]
}

***

Entry 3:
{
  "formula": "C6H13N",
  "method": "the ωB97M-V functional and the def2-TZVPD basis",
  "de_lowest_ev": 0.3722,
  "e_tot_ha": -291.14507,
  "max_force_ev_per_a": 0.4,
  "gap_ev": 10.40,
  "homo_energy_ev": -9.28,
  "smiles": "C/C=N\\CCCC",
  "lumo_energy_ev": 1.1221,
  "species": ["C", "C", "N", "C", "C", "C", "C", "H", "H", "H", "H", "H", "H", "H", "H", "H", "H", "H", "H", "H"],
  "xyz": [[-1.1269, 2.2129, -1.0862], [-0.9427, 2.0252, 0.3985], [0.0176, 1.5518, 1.0756], [1.2083, 0.9914, 0.4672], [1.1971, -0.5225, 0.7168], [0.0562, -1.3009, 0.0566], [0.1068, -2.7862, 0.4183], [-1.3668, 3.2644, -1.2829], [-0.2641, 1.9320, -1.6936], [-1.9907, 1.6244, -1.4178], [-1.8033, 2.3566, 0.9904], [1.3477, 1.2334, -0.5993], [2.0665, 1.4173, 1.0032], [2.1590, -0.9528, 0.4074], [1.1200, -0.6551, 1.8032], [0.0946, -1.1869, -1.0364], [-0.9062, -0.8839, 0.3802], [0.0199, -2.9288, 1.5023], [1.0538, -3.2402, 0.1020], [-0.7057, -3.3470, -0.0561]]
}

***

Entry 4:
{
  "formula": "C6H6Cl2N2O2SSn",
  "method": "the ωB97M-V functional and the def2-TZVPD basis",
  "charge": 2,
  "e_tot_ha": -2024.35829,
  "max_force_ev_per_a": 0.6,
  "gap_ev": 8.38,
  "homo_energy_ev": -17.46,
  "lumo_energy_ev": -9.0896,
  "species": ["Sn", "Cl", "C", "Cl", "H", "H", "O", "N", "C", "C", "C", "C", "C", "S", "H", "H", "H", "H", "O", "N"],
  "xyz": [[0.0719, -0.6367, 2.1689], [0.3087, -3.4048, 1.6329], [1.4073, -3.9315, 2.9762], [2.1242, -2.5451, 3.7840], [2.1869, -4.5255, 2.5141], [0.7974, -4.4931, 3.6739], [0.7256, 0.3133, 0.4399], [0.1687, 1.1071, -0.4887], [0.4300, 2.4202, -0.4128], [-0.0720, 3.2878, -1.3632], [-0.8454, 2.7968, -2.3987], [-1.1029, 1.4305, -2.4594], [-0.5908, 0.5930, -1.4897], [-0.8086, -1.1518, -1.6871], [1.0550, 2.7173, 0.4165], [0.1571, 4.3407, -1.2753], [-1.2451, 3.4595, -3.1541], [-1.7009, 1.0079, -3.2563], [-1.6414, -1.0263, 0.6741], [-1.4258, -1.7595, -0.2952]]
}

***

Entry 5:
{
  "formula": "C25H55ClN2O10P2",
  "method": "the ωB97M-V functional and the def2-TZVPD basis",
  "e_tot_ha": -2990.25045,
  "max_force_ev_per_a": 2.2,
  "gap_ev": 8.93,
  "homo_energy_ev": -8.55,
  "smiles": "CCCCCCCCCCCCCCC[C@@H](O[C@@H](COO)[C@@](CC(=O)Cl)(OCNCC)P(O)O)P(=N)(O)O.CO",
  "lumo_energy_ev": 0.3779,
  "species": ["C", "C", "C", "C", "C", "C", "C", "C", "C", "C", "C", "C", "C", "C", "C", "C", "O", "C", "C", "O", "O", "C", "C", "C", "O", "Cl", "O", "C", "N", "C", "C", "P", "O", "O", "P", "N", "O", "O", "H", "H", "H", "H", "H", "H", "H", "H", "H", "H", "H", "H", "H", "H", "H", "H", "H", "H", "H", "H", "H", "H", "H", "H", "H", "H", "H", "H", "H", "H", "H", "H", "H", "H", "H", "H", "H", "H", "H", "H", "H", "H", "H", "H", "H", "H", "H", "H", "H", "H", "H", "C", "O", "H", "H", "H", "H"],
  "xyz": [[4.3921, -1.1313, 5.2275], [5.0750, -0.7660, 3.9141], [5.6413, -1.9718, 3.1780], [6.0676, -1.7279, 1.7213], [6.4569, -0.2956, 1.4145], [6.9228, -0.1322, -0.0302], [5.9271, -0.3288, -1.2031], [4.4534, -0.0215, -1.0226], [4.1328, 1.4714, -0.8768], [3.0130, 1.9523, -1.8173], [2.2371, 3.1422, -1.2312], [0.8190, 2.7934, -0.7909], [-0.2356, 3.1329, -1.8703], [-0.7233, 1.9679, -2.7720], [-2.2122, 1.5877, -2.5289], [-2.3279, 0.1647, -2.0494], [-3.5861, -0.2474, -1.5889], [-3.9905, 0.3241, -0.3835], [-5.4597, 0.0335, -0.2423], [-5.7277, -1.3506, -0.1534], [-6.5567, -1.7546, -1.2303], [-3.0903, -0.1244, 0.7822], [-3.8710, -0.3062, 2.0944], [-2.9805, -0.7389, 3.2212], [-2.2439, -0.0238, 3.8430], [-3.0866, -2.4612, 3.6930], [-2.2655, -1.2071, 0.4659], [-2.9002, -2.4528, 0.2724], [-1.8258, -3.3736, -0.0464], [-1.0590, -2.8949, -1.1915], [0.2606, -2.2338, -0.8277], [-1.8558, 1.3354, 1.0370], [-0.5448, 0.6060, 1.6749], [-2.5318, 2.2062, 2.2159], [-2.0467, -0.9053, -3.5364], [-2.6271, -0.2933, -4.8234], [-2.6943, -2.3541, -3.2508], [-0.4716, -1.1219, -3.7162], [3.3665, -0.8031, 5.2328], [4.3603, -2.1964, 5.3958], [4.8497, -0.6406, 6.0712], [4.3285, -0.3236, 3.2687], [5.8281, -0.0022, 4.0300], [6.4643, -2.3584, 3.7649], [4.8835, -2.7458, 3.1973], [6.9458, -2.3356, 1.5373], [5.3046, -2.0800, 1.0446], [7.3139, -0.0661, 2.0324], [5.6590, 0.3983, 1.6314], [7.4490, 0.8046, -0.1427], [7.6807, -0.8970, -0.1549], [6.0143, -1.3631, -1.5101], [6.2928, 0.2470, -2.0416], [3.9878, -0.5471, -0.1996], [3.9661, -0.3819, -1.9200], [3.8698, 1.6897, 0.1512], [5.0284, 2.0399, -1.0863], [3.5074, 2.2396, -2.7320], [2.3199, 1.1441, -2.0006], [2.2202, 3.9421, -1.9581], [2.8156, 3.5350, -0.4062], [0.8097, 1.7433, -0.5050], [0.5787, 3.3777, 0.0869], [0.2901, 3.7876, -2.5480], [-1.0684, 3.6406, -1.4130], [-0.6343, 2.2497, -3.8085], [-0.0964, 1.1189, -2.5594], [-2.7645, 1.7299, -3.4434], [-2.5724, 2.3029, -1.8039], [-1.5174, -0.0424, -1.3489], [-3.9499, 1.4139, -0.4012], [-5.9124, 0.6166, 0.5471], [-5.9010, 0.3843, -1.1633], [-5.9224, -1.8830, -1.9498], [-4.6301, -1.0714, 1.9946], [-4.3920, 0.5947, 2.3722], [-3.3889, -2.8125, 1.1645], [-3.5915, -2.4307, -0.5616], [-2.2092, -4.2773, -0.2710], [-0.8470, -3.7464, -1.8250], [-1.6349, -2.1873, -1.7774], [0.2977, -1.2504, -1.2975], [0.3021, -2.0417, 0.2277], [1.1226, -2.7754, -1.1757], [-0.0652, 0.2501, 0.9204], [-2.1603, 2.0198, 3.0904], [-3.2934, -0.9471, -5.2075], [-2.0257, -3.0398, -3.3432], [-0.0251, -1.4309, -2.9149], [-8.1749, 2.2141, 1.4813], [-7.3795, 2.9158, 0.5266], [-8.5624, 1.3159, 1.0080], [-7.5656, 1.9303, 2.3448], [-9.0136, 2.8277, 1.8178], [-7.0429, 3.7046, 0.9587]]
}

***

Entry 6:
{
  "formula": "C7H24GaN4O5",
  "method": "the ωB97M-V functional and the def2-TZVPD basis",
  "charge": 1,
  "de_lowest_ev": 2.3901,
  "e_tot_ha": -2800.70639,
  "max_force_ev_per_a": 3.4,
  "gap_ev": 5.65,
  "homo_energy_ev": -8.99,
  "lumo_energy_ev": -3.3369,
  "species": ["O", "H", "Ga", "N", "N", "O", "O", "C", "C", "C", "C", "H", "H", "H", "H", "H", "H", "H", "H", "O", "H", "H", "C", "H", "H", "H", "O", "H", "H", "N", "C", "C", "N", "H", "H", "H", "H", "H", "H", "H", "H"],
  "xyz": [[-1.9926, -4.0816, 0.8834], [-1.7961, -5.0403, 0.7199], [-0.0033, 0.0646, 0.2799], [1.4787, 1.1722, -0.5696], [0.0280, -0.8252, -1.3084], [2.3470, 2.2612, -0.1802], [-0.8964, -1.8036, -1.6665], [1.8442, 0.6031, -1.7342], [1.0069, -0.4275, -2.1766], [3.0389, 1.0727, -2.5029], [1.1606, -1.1557, -3.4439], [3.7907, 1.5849, -1.8886], [2.7480, 1.7378, -3.3374], [3.5289, 0.2022, -2.9843], [0.2044, -1.5949, -3.7034], [1.9110, -1.9585, -3.3448], [1.5024, -0.4815, -4.2550], [1.9771, 2.7139, 0.6078], [-1.3554, -2.1144, -0.8534], [-1.3378, 2.0025, -0.9316], [-0.3811, 2.0770, -1.1850], [-1.5244, 1.1150, -1.3135], [-0.8828, -3.5010, 1.5615], [-1.3058, -2.5990, 2.0425], [-0.1722, -3.1336, 0.7989], [-0.3757, -4.1262, 2.3193], [1.3187, -0.1527, 1.7978], [2.1361, 0.1473, 1.2876], [1.2081, 0.6577, 2.3666], [-0.2505, 2.4508, 1.8069], [-1.4153, 1.9267, 2.6248], [-2.4046, 1.0973, 1.8603], [-1.6970, -0.1324, 1.2621], [-0.1654, 1.8928, 0.9365], [-0.5642, 3.3430, 1.4205], [-0.9812, 1.3282, 3.4567], [-1.9068, 2.7552, 3.1040], [-3.2064, 0.7428, 2.4913], [-2.8617, 1.6574, 1.0391], [-1.4007, -0.7820, 2.0066], [-2.3522, -0.6965, 0.7053]]
}

***

Entry 7:
{
  "formula": "C3H3NO2",
  "method": "the ωB97M-V functional and the def2-TZVPD basis",
  "de_lowest_ev": 1.6039,
  "e_tot_ha": -321.31870,
  "max_force_ev_per_a": 2.9,
  "gap_ev": 12.21,
  "homo_energy_ev": -11.58,
  "smiles": "N#CCOC=O",
  "lumo_energy_ev": 0.6348,
  "species": ["N", "C", "C", "O", "C", "O", "H", "H", "H"],
  "xyz": [[-3.0145, 0.2669, -0.3521], [-1.9250, -0.0795, -0.0984], [-0.5187, -0.4714, 0.1885], [0.2519, 0.7849, 0.1654], [1.5936, 0.5666, -0.1660], [2.1976, -0.4652, -0.3093], [-0.1767, -1.2848, -0.5116], [-0.4704, -0.9200, 1.2633], [2.0622, 1.6024, -0.1797]]
}

***

Entry 8:
{
  "formula": "C4H12N2",
  "method": "the ωB97M-V functional and the def2-TZVPD basis",
  "de_lowest_ev": 6.6071,
  "e_tot_ha": -268.87354,
  "max_force_ev_per_a": 2.5,
  "gap_ev": 6.12,
  "homo_energy_ev": -7.13,
  "lumo_energy_ev": -1.0100,
  "species": ["C", "C", "C", "C", "N", "N", "H", "H", "H", "H", "H", "H", "H", "H", "H", "H", "H", "H"],
  "xyz": [[0.6342, 1.5039, -1.7904], [0.1875, 0.4676, -0.7593], [-0.0691, 1.0877, 0.5423], [-0.5153, 0.2828, 1.6663], [-1.2029, -0.9206, 1.3585], [1.0872, -0.6371, -0.5106], [1.6746, 1.8047, -1.6539], [0.6249, 1.0219, -2.7670], [-0.0569, 2.3554, -1.8226], [-0.7823, 0.0482, -1.0739], [-0.0920, 2.1717, 0.5919], [0.6710, 0.1871, 1.5297], [-0.9273, 0.9001, 2.4579], [-0.6046, -7.6546, -1.8338], [-1.1368, -7.1483, -1.7747], [-0.6099, -1.4466, 0.7050], [-2.0970, -0.7054, 0.9371], [1.9044, -0.2054, -0.0635]]
}

***

Please write out number 4 again, unchanged.
{
  "formula": "C6H6Cl2N2O2SSn",
  "method": "the ωB97M-V functional and the def2-TZVPD basis",
  "charge": 2,
  "e_tot_ha": -2024.35829,
  "max_force_ev_per_a": 0.6,
  "gap_ev": 8.38,
  "homo_energy_ev": -17.46,
  "lumo_energy_ev": -9.0896,
  "species": ["Sn", "Cl", "C", "Cl", "H", "H", "O", "N", "C", "C", "C", "C", "C", "S", "H", "H", "H", "H", "O", "N"],
  "xyz": [[0.0719, -0.6367, 2.1689], [0.3087, -3.4048, 1.6329], [1.4073, -3.9315, 2.9762], [2.1242, -2.5451, 3.7840], [2.1869, -4.5255, 2.5141], [0.7974, -4.4931, 3.6739], [0.7256, 0.3133, 0.4399], [0.1687, 1.1071, -0.4887], [0.4300, 2.4202, -0.4128], [-0.0720, 3.2878, -1.3632], [-0.8454, 2.7968, -2.3987], [-1.1029, 1.4305, -2.4594], [-0.5908, 0.5930, -1.4897], [-0.8086, -1.1518, -1.6871], [1.0550, 2.7173, 0.4165], [0.1571, 4.3407, -1.2753], [-1.2451, 3.4595, -3.1541], [-1.7009, 1.0079, -3.2563], [-1.6414, -1.0263, 0.6741], [-1.4258, -1.7595, -0.2952]]
}